A molecular structure, C17H16AgN6OS2 at a distorted geometry. Source: the Open Molecules 2025 dataset; level of theory: ωB97M-V/def2-TZVPD.

The energy above the lowest of the compared OMol25 structures with the same formula, charge and spin is 0.0 kcal per mole. As for the expectation value of S²: 0.764. Its LUMO energy (spin up / spin down) is 4.06 / 4.06 eV. Its spin multiplicity is 2. The HOMO energy (spin up / spin down) is 0.51 / 0.49 eV. The HOMO-LUMO gap (spin up / spin down) is 3.6 / 3.6 eV. Its total energy is -2004.40966 hartree. The molar mass comes out at 492.36 g/mol. As for the total charge: -2.

Structure (XYZ):
```
43
Properties=species:S:1:pos:R:3:nbo_charge:R:1
Ag -0.01 0.40 -0.32 0.73
S 4.93 1.09 0.90 0.26
S 0.35 5.45 -0.22 0.23
O 1.42 -1.47 -1.40 -0.72
N 3.43 -1.07 0.15 -0.83
N 0.56 2.90 -0.23 -0.56
N -1.95 1.13 0.09 -1.04
N 1.14 -2.74 -1.77 -0.05
N -1.66 3.55 -0.48 -0.88
N 2.51 1.08 0.04 -0.53
C -2.68 -0.51 1.78 -0.34
C 2.84 2.39 0.29 0.12
C -0.35 3.82 -0.38 0.31
C 0.48 -3.60 -0.92 -0.07
C 3.50 0.27 0.29 0.29
C 1.91 4.75 0.04 -0.51
C -4.65 1.24 2.63 -0.21
C -3.53 -0.86 2.80 -0.21
C 1.80 3.40 0.04 0.18
C -2.73 0.78 1.08 0.22
C 1.40 -3.14 -3.07 -0.09
C -4.54 -0.01 3.27 -0.43
C 0.19 -4.87 -1.31 -0.26
C 4.10 2.61 0.74 -0.49
C -3.81 1.62 1.60 -0.36
C 0.52 -5.34 -2.61 -0.41
C 1.11 -4.40 -3.48 -0.26
H -2.16 3.97 -1.25 0.35
H 0.26 -6.34 -2.93 0.18
H 4.56 3.54 1.01 0.22
H -3.40 -1.84 3.26 0.17
H 1.85 -2.37 -3.69 0.20
H 0.23 -3.17 0.03 0.22
H -0.33 -5.50 -0.60 0.20
H 1.35 -4.66 -4.51 0.19
H -5.42 1.93 2.96 0.17
H 2.80 5.36 0.18 0.21
H -1.90 -1.19 1.45 0.19
H -5.20 -0.29 4.08 0.17
H 4.30 -1.54 0.02 0.36
H -1.89 2.42 -0.25 0.42
H -3.94 2.60 1.15 0.18
H 2.61 -1.37 -0.48 0.45
```

---

4 unconnected molecules or ions with the total composition C30H62BFNO10 at a distorted geometry. Source: the Open Molecules 2025 dataset; level of theory: ωB97M-V/def2-TZVPD.

The energy above the lowest of the compared OMol25 structures with the same formula, charge and spin is 0.0 kcal per mole. Its LUMO energy is 2.19 eV. Its spin multiplicity is 1. The HOMO energy is -5.11 eV. The HOMO-LUMO gap is 7.3 eV. Its total energy is -2112.09888 hartree. The molar mass comes out at 626.63 g/mol. As for the total charge: -1.

Structure (XYZ):
```
105
Properties=species:S:1:pos:R:3:mulliken_charge:R:1
F -3.05 -0.25 1.80 -0.54
O -6.62 -4.60 4.24 -0.51
O 1.05 3.68 -5.11 -0.34
O -0.75 -2.13 -0.33 -0.31
O -4.76 -5.27 5.25 -0.48
O -6.86 -0.62 0.73 -0.43
O -2.04 -3.29 1.35 -0.84
O -1.12 -1.27 1.97 0.05
O 1.75 6.63 -1.71 -0.33
O -5.37 -1.95 1.35 -0.13
O 3.08 -0.10 -2.20 -0.48
N -5.69 -0.75 0.74 0.16
C 3.99 7.57 -1.28 -1.14
C -1.70 0.41 4.18 -0.58
C -2.33 -1.32 2.50 1.06
C 2.94 7.13 -2.29 -0.30
C 2.77 -3.12 2.80 -1.16
C -1.05 3.26 -3.89 -1.23
C 2.38 -5.68 3.06 -0.87
C -0.02 4.42 -7.20 -1.09
C -1.10 -3.19 -1.16 0.15
C -5.30 -4.47 4.61 0.12
C -0.32 -3.01 -2.50 -1.15
C 2.31 -4.27 3.71 -0.72
C -0.46 0.44 4.62 -0.80
C 0.56 8.78 -1.60 -1.05
C 1.04 7.53 -0.88 -0.36
C 2.92 0.85 -3.23 0.03
C 2.96 0.40 -0.87 -0.28
C 0.08 4.22 -4.22 -0.10
C -4.10 -2.46 0.88 -1.67
C 1.60 1.01 -0.57 -0.84
C 1.12 -6.53 3.33 -0.57
C -3.10 -2.62 2.03 1.85
C 0.58 3.28 -6.38 -0.37
C 0.62 -3.18 1.45 0.47
C 3.92 1.99 -3.20 -1.09
C -2.45 -0.86 3.94 -0.71
C -4.54 -3.26 4.13 -0.12
C -3.50 -3.69 3.06 -1.66
C 1.60 -2.28 2.25 0.62
C 0.30 -6.86 2.05 -0.93
B -0.84 -2.47 1.14 0.30
H -0.05 9.39 -0.93 0.40
H 1.40 -7.47 3.81 0.45
H 1.12 -1.76 3.09 0.06
H 2.58 -5.58 2.00 0.42
H 1.13 -3.43 0.52 0.27
H 2.99 -4.28 4.57 0.52
H 3.65 8.42 -0.69 0.27
H 0.34 -7.93 1.84 0.36
H 1.41 1.90 -1.18 0.32
H 1.54 1.30 0.48 0.38
H 3.23 -6.23 3.48 0.47
H -3.67 -1.89 0.06 0.62
H 1.63 7.79 0.01 0.30
H -3.98 -4.49 2.47 0.45
H -0.28 4.06 -8.20 0.39
H -0.77 -4.16 -0.76 0.03
H -3.51 -0.64 4.11 0.39
H -2.21 1.35 4.02 0.40
H 0.36 -3.86 -2.64 0.32
H -0.92 4.81 -6.73 0.26
H 2.04 -1.58 1.54 -0.65
H -4.27 -3.48 0.54 0.49
H 0.19 1.21 4.21 0.26
H 1.89 1.24 -3.23 -0.03
H 0.80 0.29 -0.78 0.15
H 1.46 2.89 -6.91 0.33
H 3.81 2.60 -2.30 0.21
H -0.98 -2.95 -3.37 0.36
H 4.91 7.86 -1.79 0.39
H -0.32 5.16 -4.62 0.32
H 2.71 7.94 -2.99 0.33
H -3.97 -2.86 4.98 0.27
H 0.61 4.47 -3.31 0.19
H 3.78 2.64 -4.06 0.38
H -0.65 2.33 -3.48 0.29
H -5.17 -2.44 3.80 0.43
H 0.68 -6.31 1.20 0.30
H 3.12 -0.46 -0.21 0.19
H 0.17 6.97 -0.52 0.32
H 0.69 5.24 -7.29 0.29
H 3.04 0.30 -4.17 0.41
H -0.12 2.45 -6.29 0.33
H -1.65 3.01 -4.77 0.32
H -1.72 3.70 -3.15 0.41
H 1.39 9.39 -1.94 0.27
H 3.76 1.11 -0.66 0.31
H -6.61 -5.13 3.43 0.35
H 4.22 6.75 -0.59 0.31
H 0.45 -4.13 1.98 -0.75
H 3.40 -2.44 3.40 0.44
H 0.32 -2.13 -2.41 0.02
H 4.94 1.60 -3.20 0.33
H -2.62 -4.16 3.49 0.32
H 3.34 6.31 -2.89 0.32
H -0.04 8.51 -2.47 0.26
H -0.10 -0.27 5.35 0.32
H 1.30 -4.09 4.09 0.27
H 3.42 -3.47 1.99 0.47
H -2.18 -3.22 -1.34 0.12
H -2.21 -1.64 4.67 0.26
H -0.75 -6.58 2.16 0.09
H 0.44 -6.04 4.03 0.28
```

---

2 unconnected molecules or ions with the total composition C3H7NO2 at a distorted geometry. Source: the Open Molecules 2025 dataset; level of theory: ωB97M-V/def2-TZVPD.

The energy above the lowest of the compared OMol25 structures with the same formula, charge and spin is 57.1 kcal per mole. Its LUMO energy (spin up / spin down) is 0.31 / 0.31 eV. Its spin multiplicity is 1. The HOMO energy (spin up / spin down) is -9.47 / -9.47 eV. The HOMO-LUMO gap (spin up / spin down) is 9.8 / 9.8 eV. Its total energy is -323.68993 hartree. The molar mass comes out at 89.09 g/mol.

Structure (XYZ):
```
13
Properties=species:S:1:pos:R:3:nbo_charge:R:1
O 0.52 0.06 1.11 -0.65
O 0.93 0.41 -1.02 -0.70
N 2.55 -0.53 0.28 -0.84
C 1.31 0.01 0.11 0.87
C -1.86 -0.30 -0.25 -0.69
C -0.98 0.87 -0.01 0.08
H 2.75 -1.03 1.13 0.40
H -0.88 1.56 -0.84 0.21
H -2.88 0.08 -0.37 0.24
H -1.87 -0.98 0.61 0.23
H 3.11 -0.72 -0.54 0.40
H -1.11 1.40 0.93 0.20
H -1.57 -0.84 -1.15 0.24
```

---

A molecular structure, C38H47LaN10O4S2Se4 at a distorted geometry. Source: the Open Molecules 2025 dataset; level of theory: ωB97M-V/def2-TZVPD.

Its LUMO energy is -0.30 eV. Its spin multiplicity is 1. The HOMO energy is -6.14 eV. The HOMO-LUMO gap is 5.8 eV. Its total energy is -12758.64667 hartree. The molar mass comes out at 1226.74 g/mol.

Structure (XYZ):
```
106
Properties=species:S:1:pos:R:3:mulliken_charge:R:1
La -0.37 1.48 -1.16 1.75
Se -1.71 2.46 1.70 -0.36
Se -1.64 4.22 -2.39 -0.48
Se -3.47 3.12 -1.46 -0.23
Se -3.54 3.60 0.83 -0.27
S 2.56 4.04 0.68 0.97
S -6.20 -2.97 0.03 -0.25
O 1.45 2.70 -2.62 -0.68
O 2.95 4.17 2.05 -0.78
O 2.05 0.70 -1.83 -0.59
O 1.87 2.83 0.35 -0.04
N 3.91 4.08 -0.25 -0.27
N -0.66 -3.07 0.99 0.43
N -4.11 -5.60 3.14 -0.56
N -0.68 1.29 -3.81 -0.47
N 1.10 0.44 3.51 0.18
N 3.32 -2.71 1.39 -0.18
N 5.30 -1.42 1.85 -0.58
N 0.73 0.16 1.10 -0.20
N -2.69 -0.14 -0.76 1.11
N -0.06 -1.16 -1.55 0.97
C 2.01 6.31 -0.81 -0.57
C -4.84 -4.56 3.50 -0.38
C 0.29 5.47 0.66 -0.33
C -1.32 -3.58 2.03 0.13
C -2.81 -0.79 0.39 -1.03
C 1.12 7.26 -1.28 -0.79
C -4.70 -5.12 0.87 0.07
C 3.45 -5.01 0.58 -0.66
C -4.06 -5.86 1.84 -0.44
C -0.01 0.07 4.39 -0.87
C 3.96 -1.61 1.77 -0.13
C -3.77 -0.23 -1.59 -1.04
C -1.18 8.28 -1.39 -1.47
C -0.80 -2.14 -2.34 -0.03
C -5.51 -3.72 2.61 -0.03
C 0.87 0.30 2.23 -0.32
C -4.84 -1.05 -1.36 -0.88
C -0.49 -2.18 -3.81 -1.16
C 3.75 2.41 -2.13 -0.96
C -0.17 7.37 -0.77 0.81
C 1.57 5.38 0.13 0.36
C -5.44 -4.01 1.25 0.11
C -0.89 -4.70 2.70 -1.27
C -0.55 6.47 0.23 -0.70
C -3.87 -1.63 0.72 -0.50
C 2.19 -5.46 0.70 -1.05
C 1.00 -4.77 1.26 0.41
C 0.28 -5.31 2.31 -0.68
C 0.45 -3.66 0.62 -0.02
C -0.87 -1.01 -4.69 -0.64
C 2.34 1.88 -2.19 0.77
C 1.91 1.59 3.92 -0.90
C -4.87 -1.82 -0.21 0.49
C 3.89 3.85 -1.67 -0.72
C 4.08 -3.73 0.98 1.11
C 0.00 0.27 -4.59 -0.74
C 6.02 -2.46 1.44 -0.18
C 5.48 -3.65 0.97 -0.95
H -1.60 1.45 -4.21 0.28
H -1.49 -5.11 3.49 0.58
H -0.16 2.18 -3.90 0.25
H 0.99 -3.26 -0.25 0.18
H 4.16 2.34 -3.14 0.33
H 0.62 -6.18 2.81 0.60
H -0.96 -3.08 -4.18 0.51
H 0.92 -1.21 -1.81 0.14
H 3.03 6.35 -1.13 0.47
H -0.61 -3.15 -1.95 0.15
H -1.89 -0.72 -4.45 0.28
H -5.62 -1.15 -2.09 0.46
H 1.49 7.97 -2.02 0.36
H -2.27 -3.11 2.33 0.10
H -1.70 7.71 -2.14 0.24
H -1.54 6.54 0.69 0.32
H 4.84 4.31 -2.01 0.43
H -3.87 -2.11 1.67 0.69
H -1.93 8.72 -0.70 0.37
H -0.18 -1.40 -0.56 -0.38
H -2.02 -0.65 1.10 0.33
H 3.10 4.42 -2.18 0.29
H 4.16 -5.73 0.21 0.29
H -3.73 0.33 -2.50 0.52
H 0.97 0.04 -4.13 0.13
H -4.54 -5.38 -0.18 0.41
H -6.06 -2.83 2.95 0.39
H 0.60 -2.35 -3.95 0.36
H -0.51 -0.77 3.92 0.21
H 7.10 -2.39 1.50 0.42
H 0.38 -0.23 5.36 0.38
H 2.02 -6.46 0.35 0.42
H -3.42 -6.71 1.55 0.37
H 2.86 1.58 3.40 0.27
H -1.88 -1.96 -2.18 0.07
H -0.70 0.93 4.49 0.32
H 1.41 2.54 3.71 0.28
H -0.07 4.73 1.35 0.43
H 3.36 -0.74 2.09 0.38
H 2.12 1.51 4.99 0.42
H 0.23 0.65 -5.59 0.61
H 4.67 4.64 0.12 0.31
H -4.95 -4.32 4.56 0.36
H -0.85 -1.37 -5.72 0.29
H 4.32 1.71 -1.50 0.32
H 6.11 -4.43 0.64 0.41
H -0.67 9.11 -1.88 0.39
```

---

4 unconnected molecules or ions with the total composition C17H28N8O5. Source: the Open Molecules 2025 dataset; level of theory: ωB97M-V/def2-TZVPD.

Its LUMO energy is 0.35 eV. Its spin multiplicity is 1. The HOMO energy is -8.47 eV. The HOMO-LUMO gap is 8.8 eV. Its total energy is -1478.99119 hartree. The molar mass comes out at 424.46 g/mol. The structure (SMILES) is CC(=O)OCCCCc1cccc2nccnc12.NC(N)=O.NC(N)=O.NC(N)=O.

Structure (XYZ):
```
58
Properties=species:S:1:pos:R:3:nbo_charge:R:1
O -2.87 -0.89 -2.97 -0.67
O 3.68 -1.98 -1.67 -0.68
O 0.32 -2.35 2.03 -0.62
O -1.52 -1.14 1.54 -0.55
O -2.85 0.99 4.53 -0.67
N -0.08 3.40 -0.78 -0.39
N -4.96 0.41 5.10 -0.85
N 3.46 -3.06 0.30 -0.84
N 1.85 4.94 0.57 -0.36
N -3.34 -2.61 -4.37 -0.85
N -3.68 -0.95 3.74 -0.85
N 5.43 -3.21 -0.91 -0.85
N -1.79 -1.00 -4.96 -0.85
C 3.80 2.02 -0.33 -0.19
C 2.82 1.24 -0.99 -0.21
C -1.63 -1.72 0.22 -0.07
C 0.63 5.34 0.41 0.00
C -0.63 0.34 -0.88 -0.40
C -0.57 -1.17 -0.71 -0.42
C 1.19 2.94 -0.61 0.16
C 1.54 1.67 -1.14 -0.01
C -0.34 -1.35 2.18 0.81
C 4.16 -2.70 -0.82 0.78
C 2.16 3.72 0.05 0.09
C 0.52 0.80 -1.81 -0.43
C -0.34 4.57 -0.28 0.01
C 0.02 -0.20 3.07 -0.74
C -2.68 -1.46 -4.03 0.78
C -3.77 0.20 4.46 0.78
C 3.48 3.24 0.18 -0.20
H -0.73 -1.66 -1.68 0.22
H -4.00 -2.98 -3.71 0.41
H 0.42 -1.48 -0.38 0.20
H -5.05 1.25 5.64 0.41
H 0.35 6.31 0.81 0.19
H 4.21 3.85 0.69 0.22
H 1.04 -0.09 -2.16 0.22
H 3.84 -3.65 1.02 0.39
H -5.73 -0.23 5.06 0.38
H 5.84 -3.80 -0.22 0.39
H 5.96 -2.96 -1.72 0.41
H 0.13 1.29 -2.70 0.21
H -3.19 -3.10 -5.23 0.39
H -1.61 -1.45 -5.83 0.39
H 0.33 0.63 2.44 0.24
H 2.53 -2.70 0.41 0.42
H -4.42 -1.63 3.68 0.39
H 4.80 1.63 -0.23 0.21
H -2.82 -1.12 3.24 0.42
H -1.58 -2.80 0.29 0.19
H -2.62 -1.45 -0.13 0.21
H -0.59 0.84 0.08 0.20
H 3.09 0.26 -1.37 0.25
H -1.29 -0.16 -4.73 0.41
H -1.35 4.96 -0.39 0.19
H -1.58 0.58 -1.35 0.23
H 0.85 -0.49 3.70 0.23
H -0.84 0.12 3.66 0.27
```

---

A molecular structure, C4H5O2Tb at a distorted geometry. Source: the Open Molecules 2025 dataset; level of theory: ωB97M-V/def2-TZVPD.

As for the expectation value of S²: 12.972. Its LUMO energy (spin up / spin down) is -17.61 / -21.41 eV. Its spin multiplicity is 7. The HOMO energy (spin up / spin down) is -26.88 / -25.49 eV. The HOMO-LUMO gap (spin up / spin down) is 9.3 / 4.1 eV. Its total energy is -1128.26206 hartree. The molar mass comes out at 244.01 g/mol. As for the total charge: +4.

Structure (XYZ):
```
12
Properties=species:S:1:pos:R:3:mulliken_spin:R:1
Tb -4.62 1.81 0.91 4.97
O 2.29 -1.88 0.34 0.01
O -2.35 1.14 0.71 0.12
C 0.47 -1.54 -1.33 0.11
C 0.11 1.39 0.54 0.32
C -1.18 1.36 0.73 0.35
C 1.38 -1.58 -0.42 0.09
H 0.51 1.64 -0.44 0.01
H -0.56 -1.80 -1.06 0.00
H 2.67 -1.14 0.87 0.00
H 0.53 1.83 1.49 0.01
H 0.75 -1.22 -2.34 0.00
```

---

What is the molar mass in the fourth record?
1226.74 g/mol

---

Number 5 is which compound?
C17H28N8O5

---

Number 4 is which compound?
C38H47LaN10O4S2Se4

---

Copy entry 3 word for word.
2 unconnected molecules or ions with the total composition C3H7NO2 at a distorted geometry. Source: the Open Molecules 2025 dataset; level of theory: ωB97M-V/def2-TZVPD.

The energy above the lowest of the compared OMol25 structures with the same formula, charge and spin is 57.1 kcal per mole. Its LUMO energy (spin up / spin down) is 0.31 / 0.31 eV. Its spin multiplicity is 1. The HOMO energy (spin up / spin down) is -9.47 / -9.47 eV. The HOMO-LUMO gap (spin up / spin down) is 9.8 / 9.8 eV. Its total energy is -323.68993 hartree. The molar mass comes out at 89.09 g/mol.

Structure (XYZ):
```
13
Properties=species:S:1:pos:R:3:nbo_charge:R:1
O 0.52 0.06 1.11 -0.65
O 0.93 0.41 -1.02 -0.70
N 2.55 -0.53 0.28 -0.84
C 1.31 0.01 0.11 0.87
C -1.86 -0.30 -0.25 -0.69
C -0.98 0.87 -0.01 0.08
H 2.75 -1.03 1.13 0.40
H -0.88 1.56 -0.84 0.21
H -2.88 0.08 -0.37 0.24
H -1.87 -0.98 0.61 0.23
H 3.11 -0.72 -0.54 0.40
H -1.11 1.40 0.93 0.20
H -1.57 -0.84 -1.15 0.24
```